The following is a DFT calculation (ωB97M-V/def2-TZVPD) of a molecular structure, C5H7NO at a distorted geometry.

* molecular weight: 97.12 g mol⁻¹
* HOMO level: -9.3 eV

Each line ends with the Mulliken charge.
Geometry (Å):
N (-2.013, 1.259, 0.715)  -0.618
C (-1.120, 0.534, 0.292)  0.555
O (-1.342, -0.623, -1.104)  -0.594
C (-0.140, -1.380, -1.150)  -0.456
C (0.922, -0.412, -0.642)  -0.136
C (0.515, 0.942, -1.094)  -0.847
C (0.324, 0.488, 0.382)  -0.291
H (-2.842, 1.529, 0.202)  0.283
H (0.137, -1.701, -2.175)  0.299
H (-0.231, -2.275, -0.527)  0.284
H (1.960, -0.696, -0.525)  0.444
H (-0.513, 0.614, -1.595)  0.366
H (1.213, 1.761, -1.249)  0.299
H (0.884, 0.882, 1.232)  0.412